C27H26NiOP2S3 as an isolated structure, computed with ωB97M-V/def2-TZVPD.

## Properties
* net charge: 0
* gap between HOMO and LUMO (alpha / beta): 0.2876 / 0.2771 Ha
* spin multiplicity: 3
* HOMO (alpha / beta): -7.57 / -7.98 eV
* E_LUMO (alpha / beta): 0.26 / -0.44 eV

Structure (XYZ):
```
60
Properties=species:S:1:pos:R:3:mulliken_charge:R:1
Ni 0.744 -2.130 -2.375 -0.2318
S 2.616 -1.300 -1.497 -0.6559
P 1.213 -1.376 0.129 1.3286
C -0.272 -1.943 -0.487 -1.2826
P -1.478 -1.106 -1.307 2.0954
S -1.177 -1.304 -3.308 -0.6880
C -3.195 -1.659 -0.771 -0.0799
C -3.329 -2.637 0.130 0.1960
C -4.614 -3.079 0.594 -0.6425
C -5.702 -2.326 0.243 -0.3213
C -5.545 -1.332 -0.733 -0.6454
C -4.296 -0.993 -1.218 -0.5032
C -1.646 0.642 -0.927 0.4752
C -1.863 1.022 0.431 -0.5156
C -1.778 2.336 0.802 -0.7145
C -1.480 3.321 -0.146 -0.8096
C -1.267 2.949 -1.464 -0.4872
C -1.413 1.646 -1.859 -0.4811
C 1.162 0.053 1.156 0.4309
C 1.230 -0.113 2.496 -0.5662
C 1.541 1.006 3.277 -0.6717
C 1.794 2.255 2.705 -0.8305
C 1.554 2.434 1.353 -0.4807
C 1.361 1.293 0.588 -0.0124
C 1.788 -2.748 1.283 0.0640
C 3.113 -2.809 1.743 -0.3450
C 3.452 -3.767 2.667 -0.6640
C 2.488 -4.647 3.085 -0.4471
C 1.190 -4.628 2.698 -0.9355
C 0.807 -3.597 1.831 0.3191
H -2.449 -3.038 0.576 0.2558
H -4.684 -3.831 1.393 0.3412
H -6.679 -2.501 0.762 0.3268
H -6.404 -0.913 -1.174 0.4221
H -4.214 -0.280 -2.013 0.3921
H -2.133 0.181 1.085 0.3886
H -1.874 2.715 1.839 0.3576
H -1.554 4.361 0.073 0.5045
H -0.998 3.724 -2.213 0.5881
H -1.371 1.442 -2.903 0.4221
H 0.997 -1.013 2.914 0.8023
H 1.555 0.815 4.333 0.4063
H 1.819 3.139 3.346 0.3179
H 1.577 3.440 0.912 0.4254
H 1.152 1.456 -0.479 0.2529
H 3.927 -2.226 1.437 0.4489
H 4.498 -3.762 2.985 0.3725
H 2.790 -5.231 3.905 0.3541
H 0.551 -5.341 3.131 0.4723
H -0.264 -3.446 1.578 0.2628
C 3.638 3.668 -2.375 -1.3250
S 1.834 3.703 -2.681 0.8968
C 1.936 2.929 -4.197 -1.0113
O 1.624 5.134 -2.971 -0.7460
H 4.091 4.017 -3.235 0.4873
H 4.061 2.669 -2.042 0.3141
H 3.703 4.352 -1.607 0.4001
H 2.577 2.082 -3.975 0.3116
H 2.367 3.656 -5.026 0.3382
H 0.935 2.634 -4.501 0.3221
```

=====

C25H40N5O6PRh as an isolated structure, computed with ωB97M-V/def2-TZVPD.

## Properties
* net charge: +1
* gap between HOMO and LUMO (alpha / beta): 0.2684 / 0.2672 Ha
* spin multiplicity: 5
* HOMO (alpha / beta): -9.76 / -10.96 eV
* E_LUMO (alpha / beta): -2.45 / -3.69 eV

Structure (XYZ):
```
78
Properties=species:S:1:pos:R:3:mulliken_charge:R:1
Rh 0.241 0.358 -0.436 -0.1753
C -2.280 -3.389 -0.793 -1.0193
C -3.559 -2.925 -0.514 -0.4705
C -3.759 -1.581 -0.258 -0.9085
C -2.669 -0.712 -0.278 0.8661
N -1.441 -1.187 -0.525 0.9413
C -1.244 -2.477 -0.791 -0.7239
C -2.750 0.752 -0.059 1.3725
C -3.968 1.420 0.058 -0.8917
C -3.992 2.796 0.221 -0.7449
C -2.805 3.515 0.257 -0.6735
C -1.589 2.852 0.132 -0.0874
C -1.551 1.473 -0.024 -0.4532
H -2.093 -4.428 -1.025 0.4638
H -4.400 -3.606 -0.508 0.4336
H -4.751 -1.209 -0.052 0.4313
H -0.226 -2.754 -1.038 0.6424
H -4.906 0.882 0.007 0.3692
H -4.940 3.309 0.307 0.4157
H -2.827 4.591 0.373 0.4532
H -0.669 3.427 0.140 0.4760
N -0.028 -0.118 1.946 -0.3981
C 1.003 -1.055 2.408 0.3951
C 1.572 -0.618 3.775 -0.9724
C 3.003 -0.983 4.180 -0.6722
C 3.405 -2.457 4.298 -0.9705
N 2.331 -3.369 4.702 -0.1715
C 1.822 -4.325 3.924 0.7064
N 2.014 -4.315 2.621 -0.2153
N 1.077 -5.287 4.505 -0.4343
C 2.084 -1.165 1.323 0.4563
O 2.850 -2.145 1.368 -0.9740
O 2.133 -0.235 0.474 -0.9201
H 0.120 0.810 2.326 0.2149
H -0.971 -0.396 2.187 0.2977
H 0.543 -2.043 2.488 0.3600
H 0.870 -0.935 4.551 0.3475
H 1.548 0.475 3.785 0.5375
H 3.172 -0.497 5.143 0.5121
H 3.707 -0.522 3.483 0.2924
H 4.203 -2.552 5.034 0.4083
H 3.800 -2.815 3.354 0.4461
H 2.048 -3.372 5.668 0.2414
H 2.381 -3.458 2.112 0.1274
H 1.733 -5.119 2.086 0.2215
H 1.181 -5.489 5.484 0.2122
H 0.632 -5.989 3.940 0.2126
C 0.337 2.001 -6.130 -1.8828
C -0.019 1.169 -4.912 1.6299
C -0.874 1.964 -3.938 -1.2591
C -0.686 -0.138 -5.310 -1.5091
O 1.287 0.849 -4.314 0.2499
P 1.540 0.344 -2.848 1.3223
O 1.431 1.490 -1.838 -0.7134
O 0.544 -0.711 -2.374 -0.6969
O 2.955 -0.303 -2.913 -0.2368
C 4.238 0.304 -3.297 1.5406
C 5.262 -0.475 -2.492 -1.6419
C 4.266 1.780 -2.938 -1.5492
C 4.414 0.088 -4.790 -1.4812
H -0.569 2.273 -6.673 0.4470
H 0.986 1.436 -6.799 0.3855
H 0.851 2.915 -5.830 0.3936
H -1.795 2.266 -4.440 0.5544
H -0.349 2.857 -3.599 0.3371
H -1.148 1.369 -3.065 -0.0547
H -1.619 0.076 -5.833 0.4474
H -0.903 -0.743 -4.431 0.1714
H -0.037 -0.704 -5.978 0.3586
H 5.064 -0.363 -1.426 0.3324
H 6.265 -0.105 -2.709 0.4255
H 5.217 -1.534 -2.747 0.3677
H 4.084 1.926 -1.874 0.2950
H 3.518 2.341 -3.499 0.2763
H 5.249 2.183 -3.187 0.5176
H 4.329 -0.972 -5.030 0.3469
H 5.402 0.435 -5.097 0.4352
H 3.661 0.638 -5.352 0.2128
```

=====

C32H54BBiF2N3O2P2S as an isolated structure, computed with ωB97M-V/def2-TZVPD.

## Properties
* net charge: +1
* gap between HOMO and LUMO: 0.2826 Ha
* HOMO: -9.80 eV
* E_LUMO: -2.11 eV

Structure (XYZ):
```
98
Properties=species:S:1:pos:R:3:mulliken_charge:R:1
Bi -0.170 -0.686 0.900 0.7831
C -2.983 1.694 -3.464 -1.2670
C -2.006 2.830 -3.178 0.4674
C -1.099 3.064 -4.385 -1.4198
P -0.992 2.468 -1.654 1.2955
C -0.158 4.122 -1.378 0.3470
C 1.279 3.990 -1.906 -1.5496
C -0.098 4.607 0.071 -1.2548
C -2.359 2.385 -0.419 0.8011
C -3.163 3.483 -0.110 -1.1275
C -4.225 3.383 0.776 -1.1416
C -4.503 2.162 1.376 -0.7929
C -3.727 1.054 1.072 -0.3425
C -2.672 1.150 0.166 -1.1842
N -1.933 -0.014 -0.195 0.6786
C -2.437 -0.913 -1.130 0.3359
C -3.810 -1.018 -1.426 -0.3274
C -4.269 -1.911 -2.369 -1.0208
C -3.391 -2.740 -3.064 -0.9782
C -2.041 -2.631 -2.809 -0.4021
C -1.542 -1.727 -1.862 -0.2303
P 0.251 -1.512 -1.635 0.4447
C 0.860 -0.528 -3.073 2.4960
C 0.168 -0.868 -4.390 -1.6618
C 2.385 -0.559 -3.225 -1.6925
C 0.876 -3.263 -1.681 0.6361
C 2.395 -3.462 -1.622 -1.2645
C 0.212 -4.076 -0.564 -1.4770
H -3.516 1.884 -4.399 0.5849
H -3.724 1.584 -2.672 0.2219
H -2.459 0.738 -3.566 -0.0332
H -2.573 3.744 -2.974 0.4989
H -0.498 2.173 -4.597 0.1641
H -0.420 3.905 -4.244 0.3428
H -1.702 3.276 -5.271 0.4668
H -0.690 4.860 -1.985 0.5852
H 1.830 3.249 -1.319 0.2092
H 1.807 4.945 -1.826 0.4594
H 1.317 3.673 -2.950 0.3200
H 0.445 3.896 0.708 0.0454
H -1.075 4.770 0.520 0.3126
H 0.453 5.550 0.113 0.5184
H -2.965 4.437 -0.587 0.4721
H -4.832 4.251 0.999 0.4387
H -5.328 2.071 2.073 0.4545
H -3.938 0.092 1.526 0.6689
H -4.516 -0.382 -0.911 0.5159
H -5.333 -1.966 -2.567 0.4264
H -3.757 -3.448 -3.795 0.4750
H -1.357 -3.253 -3.373 0.3262
H 0.565 0.481 -2.766 -1.3336
H 0.392 -1.890 -4.712 0.3521
H 0.551 -0.194 -5.161 0.4749
H -0.912 -0.748 -4.344 0.3028
H 2.709 -1.478 -3.711 0.3445
H 2.913 -0.460 -2.276 0.3118
H 2.689 0.271 -3.866 0.4579
H 0.528 -3.641 -2.644 0.4018
H 2.837 -2.923 -0.782 0.0916
H 2.899 -3.138 -2.528 0.3170
H 2.596 -4.528 -1.496 0.4653
H 0.672 -3.845 0.401 0.0922
H 0.369 -5.139 -0.756 0.5488
H -0.862 -3.908 -0.486 0.2733
C 1.286 -1.030 4.582 -0.5033
O 0.602 -1.825 3.626 0.0575
C -0.654 -2.327 4.057 -0.8971
C -1.620 -1.249 4.474 -0.5259
O -1.694 -0.279 3.444 0.2063
C -2.443 0.860 3.860 -0.8871
H 0.803 -0.057 4.715 0.2356
H 2.294 -0.874 4.201 -0.1282
H 1.343 -1.536 5.551 0.3767
H -0.522 -3.023 4.895 0.4593
H -1.058 -2.883 3.210 0.1482
H -1.303 -0.780 5.413 0.4107
H -2.600 -1.707 4.652 0.4145
H -2.005 1.288 4.768 0.3856
H -3.481 0.584 4.063 0.3468
H -2.413 1.596 3.062 0.1319
F -0.485 2.185 2.198 0.0493
B 0.439 1.533 1.509 0.0017
F 1.625 2.088 1.434 -0.1215
S 2.968 -0.651 0.560 -0.4283
C 4.078 -1.117 1.765 0.1582
N 5.252 -0.490 1.884 -0.1428
C 6.286 -0.823 2.867 -0.7043
C 5.634 -1.459 4.081 -0.5213
C 4.759 -2.609 3.620 -0.6669
N 3.809 -2.106 2.626 -0.0454
H 5.404 0.259 1.229 0.2517
H 6.807 0.093 3.136 0.4027
H 7.015 -1.507 2.427 0.3020
H 5.019 -0.719 4.596 0.2676
H 6.396 -1.813 4.774 0.3687
H 4.195 -3.035 4.446 0.3620
H 5.372 -3.402 3.186 0.3868
H 2.928 -2.575 2.489 0.1229
```

=====

One molecule with the formula C20H25N3O4S, computed with ωB97M-V/def2-TZVPD.

## Properties
* net charge: 0
* gap between HOMO and LUMO: 0.3374 Ha
* HOMO: -8.63 eV
* E_LUMO: 0.55 eV

Structure (XYZ):
```
53
Properties=species:S:1:pos:R:3:mulliken_charge:R:1
C -0.379 4.922 0.326 -1.2514
C -1.132 3.669 -0.104 -0.3341
C -0.868 2.498 0.840 -0.4194
C 0.549 1.960 0.711 0.2797
O 1.312 2.260 -0.184 -0.6687
N 0.842 1.059 1.683 -0.0425
C 2.030 0.320 1.760 0.7262
C 3.261 0.958 1.638 -0.5512
C 4.439 0.240 1.676 -0.7254
C 4.405 -1.136 1.840 -0.6103
C 3.191 -1.783 1.957 -0.6069
C 1.996 -1.071 1.927 0.0123
N 0.801 -1.825 1.967 0.1234
C -0.382 -1.553 2.540 0.7229
O -0.632 -0.575 3.228 -0.8006
C -1.455 -2.579 2.172 -1.2755
N -1.845 -2.291 0.800 0.3507
S -1.174 -3.238 -0.417 1.4489
O -2.121 -4.190 -0.919 -0.7177
O 0.071 -3.746 0.108 -0.8170
C -0.865 -1.982 -1.642 -0.2884
C -1.575 -1.980 -2.828 -0.4242
C -1.373 -0.954 -3.734 -0.6355
C -0.472 0.071 -3.460 0.8482
C 0.237 0.044 -2.262 -0.9336
C 0.041 -0.980 -1.354 -0.2235
H 0.588 -1.007 -0.427 0.3649
H 0.934 0.835 -2.027 0.5918
C -0.255 1.176 -4.444 -1.5957
H 0.440 0.848 -5.218 0.3589
H -1.187 1.455 -4.930 0.3927
H 0.171 2.048 -3.956 0.3336
H -1.925 -0.945 -4.663 0.4301
H -2.272 -2.782 -3.020 0.5162
C -3.220 -1.928 0.561 -1.0714
H -3.310 -1.645 -0.486 0.3186
H -3.907 -2.757 0.761 0.2982
H -3.482 -1.074 1.186 0.4291
H -1.066 -3.598 2.248 0.4167
H -2.310 -2.464 2.839 0.5582
H 0.839 -2.697 1.437 0.2911
H 3.151 -2.857 2.062 0.4496
H 5.322 -1.705 1.867 0.3903
H 5.384 0.752 1.575 0.4005
H 3.272 2.026 1.491 0.4547
H 0.113 0.771 2.336 0.3794
H -1.043 2.796 1.876 0.4635
H -1.546 1.671 0.609 0.1488
H -2.204 3.874 -0.130 0.4188
H -0.814 3.385 -1.109 0.0932
H -0.672 5.222 1.330 0.3105
H 0.691 4.734 0.315 0.2961
H -0.591 5.745 -0.354 0.3752
```

=====

A 2-piece molecular cluster, C5H11O2 overall, computed with ωB97M-V/def2-TZVPD.

## Properties
* net charge: -1
* gap between HOMO and LUMO: 0.2584 Ha
* HOMO: -3.28 eV
* E_LUMO: 3.75 eV

Structure (XYZ):
```
18
Properties=species:S:1:pos:R:3:mulliken_charge:R:1
C -0.077 1.283 0.729 -0.6126
O -1.049 1.895 1.436 -0.8782
C -0.564 0.444 -0.453 -0.3933
C 0.610 -0.082 -1.335 -0.6057
C 1.541 -1.018 -0.661 0.0568
C 1.792 -2.234 -1.100 -0.8119
H 0.551 0.617 1.376 0.1283
H 0.704 1.956 0.283 0.3060
H -1.121 -0.430 -0.114 0.2999
H -1.155 1.103 -1.091 0.2276
H 1.098 0.809 -1.737 0.3262
H 0.153 -0.534 -2.220 0.2557
H 1.952 -0.695 0.293 0.2454
H 1.269 -2.565 -1.987 0.2524
H 2.481 -2.921 -0.634 0.2686
H -3.448 0.979 2.707 0.2338
H -1.994 1.018 2.054 0.4817
O -2.743 0.372 2.452 -0.7808
```

=====

C29H36IN8NaS as an isolated structure, computed with ωB97M-V/def2-TZVPD.

## Properties
* net charge: 0
* gap between HOMO and LUMO: 0.2222 Ha
* HOMO: -5.96 eV
* E_LUMO: 0.09 eV

Structure (XYZ):
```
76
Properties=species:S:1:pos:R:3:mulliken_charge:R:1
Na -8.030 13.824 4.333 0.7970
C -8.472 9.214 3.876 -1.9351
C -8.351 10.674 4.255 0.7115
N -7.953 11.560 3.407 0.0544
C -7.607 11.206 2.011 -1.0519
C -7.791 12.486 1.205 -0.4293
N -6.775 13.470 1.596 -0.3811
C -7.168 14.811 1.246 -0.5110
C -6.441 15.856 2.043 -0.9931
N -7.021 15.956 3.379 0.1850
C -6.377 16.912 4.314 -1.2317
C -6.863 16.054 6.648 -2.0648
N -7.533 14.788 6.442 0.1910
C -7.620 14.030 7.472 -0.1964
C -6.878 14.363 8.733 -1.6650
C -8.630 12.821 7.365 2.9126
C -8.377 11.688 8.366 -1.7845
C -8.419 10.403 8.020 -0.5897
C -8.531 10.011 6.667 -1.2990
C -8.542 11.036 5.731 0.4839
N -8.566 12.334 6.045 0.3505
H -7.567 8.723 4.114 0.3853
H -8.684 9.060 2.796 0.4404
H -9.252 8.673 4.416 0.4751
H -8.206 10.397 1.575 0.4079
H -6.586 10.861 1.965 0.3297
H -8.791 12.909 1.329 0.2904
H -7.662 12.205 0.113 0.3685
H -6.660 13.367 2.608 0.3258
H -8.249 14.999 1.324 0.3125
H -6.927 14.966 0.184 0.4314
H -6.560 16.847 1.545 0.4553
H -5.335 15.682 2.141 0.3409
H -7.977 16.287 3.250 0.2131
H -6.358 17.905 3.827 0.5257
H -5.365 16.577 4.527 0.3800
H -7.253 16.507 7.544 0.7617
H -5.769 15.989 6.778 0.4814
H -5.807 14.479 8.506 0.4506
H -7.028 13.650 9.531 0.2977
H -7.173 15.356 9.071 0.4930
H -8.296 11.963 9.392 0.3905
H -8.296 9.607 8.761 0.4003
H -8.409 8.943 6.383 0.2377
I -11.162 13.930 4.370 0.0674
C -11.623 12.664 5.998 0.0302
C -12.668 11.824 5.714 -0.5812
C -13.487 11.371 6.756 -0.8229
C -13.423 11.941 8.012 -0.9444
C -12.373 12.861 8.257 0.6202
C -12.364 13.619 9.471 -0.7956
C -11.284 14.394 9.746 -1.1783
C -10.106 14.225 8.961 -0.8935
C -10.037 13.516 7.786 0.4736
C -11.313 13.033 7.328 0.5392
H -12.907 11.537 4.703 0.4332
H -14.176 10.599 6.552 0.4646
H -14.194 11.791 8.735 0.4253
H -13.187 13.518 10.200 0.3351
H -11.196 14.994 10.620 0.4854
H -9.193 14.529 9.427 0.2783
C -4.188 18.419 6.439 -1.2932
C -5.538 18.654 7.069 -0.3743
C -6.749 18.558 6.091 -0.4226
N -7.113 17.108 5.588 1.3756
N -8.532 17.099 5.284 -0.8355
C -9.107 17.827 6.203 0.3955
N -10.448 17.743 6.361 -0.3521
S -8.183 18.985 7.098 -0.2638
H -3.385 18.824 7.089 0.4336
H -4.181 18.918 5.470 0.2752
H -3.938 17.348 6.302 0.2210
H -5.560 19.677 7.441 0.5488
H -5.647 18.083 8.012 0.2512
H -10.983 17.066 5.929 0.1497
H -10.926 18.474 6.873 0.2062
```

=====

Computed E_tot, in the same sequence as the records: -122592.428, -58604.689, -83987.903, -44642.527, -9457.934, -65925.421 eV.